Entry 1:
{
  "formula": "H22O11",
  "method": "ωB97M-V/def2-TZVPD",
  "homo_energy_ev": -6.7,
  "homo_lumo_gap_ev": 6.43,
  "molar_mass_g_mol": 198.165,
  "lumo_energy_ev": -0.290,
  "total_energy_ev": -22872.94167,
  "elements": ["H", "H", "H", "H", "H", "H", "H", "H", "H", "H", "H", "H", "H", "H", "H", "H", "H", "H", "H", "H", "H", "H", "O", "O", "O", "O", "O", "O", "O", "O", "O", "O", "O"],
  "xyz": [[-0.06291, 0.08373, 1.45567], [-1.48928, -0.08651, 0.95917], [3.39229, -2.51300, 0.59348], [3.12541, -2.09923, -0.84444], [-2.49543, 1.05784, 2.84631], [-1.42334, 0.89062, 3.91060], [0.31318, -1.28572, 2.61740], [-1.06766, -1.91027, 2.73256], [3.54504, 1.36610, 1.28525], [2.13721, 1.21055, 0.73401], [-3.77801, -0.96378, -2.15592], [-4.62050, -0.18066, -1.16246], [4.03531, 2.70883, -1.55617], [2.76594, 1.89978, -1.34594], [-2.51654, -3.33549, -1.79773], [-1.70525, -2.38429, -0.93340], [-2.41801, 3.89025, -0.31645], [-2.23257, 3.01546, -1.54543], [0.98579, -0.33311, 0.10405], [-0.15178, -0.23496, -0.89911], [0.62875, -0.95144, -2.31882], [2.00924, -1.51524, -2.02486], [-0.69057, 0.43277, 0.81287], [3.48329, -1.76911, -0.01261], [-1.54641, 0.92968, 2.95544], [-0.62120, -1.05768, 2.68007], [2.89721, 0.69858, 1.03281], [-3.78412, -0.14938, -1.64046], [3.39620, 2.45989, -0.87900], [-1.87488, -3.32190, -1.07865], [-2.33031, 3.93548, -1.27522], [0.52786, 0.29425, -0.46666], [1.56604, -0.78201, -2.46638]]
}

Entry 2:
{
  "formula": "C22H43N2OP3V",
  "method": "ωB97M-V/def2-TZVPD",
  "homo_energy_ev": [-16.0, -15.2],
  "spin_multiplicity": 3,
  "homo_lumo_gap_ev": [5.31, 4.43],
  "molar_mass_g_mol": 495.465,
  "charge": 3,
  "lumo_energy_ev": [-10.736, -10.758],
  "total_energy_ev": -82062.05635,
  "elements": ["V", "P", "P", "P", "H", "C", "C", "H", "C", "C", "C", "C", "C", "C", "C", "C", "C", "H", "H", "H", "H", "H", "H", "H", "H", "H", "H", "H", "H", "H", "H", "H", "H", "H", "H", "H", "H", "H", "H", "H", "H", "H", "H", "H", "H", "H", "C", "C", "C", "C", "C", "C", "O", "H", "H", "H", "H", "H", "H", "N", "C", "C", "C", "N", "C", "C", "H", "H", "H", "H", "H", "H"],
  "xyz": [[-0.16760, -0.84101, -0.42252], [-1.01216, 1.48879, -0.59948], [-1.44873, -1.55024, 2.27696], [0.97953, -0.45651, -2.43900], [-2.61544, -4.03557, 1.24717], [-1.74131, -4.43563, 0.75322], [-0.68492, -4.91248, 1.51962], [-0.55862, -4.76094, 2.58730], [-2.65174, 1.53332, -1.40690], [-1.28843, 2.47173, 0.92568], [-0.15673, 2.80031, -1.56349], [-2.26807, -2.60494, 3.55218], [-0.79104, -0.21975, 3.35199], [-2.96306, -0.76601, 1.42867], [2.13916, -1.83503, -2.62797], [2.02537, 0.90575, -3.06170], [-0.21846, -0.64035, -3.78956], [-1.93026, -4.91351, -0.22265], [-0.17865, -5.83256, 1.19016], [-2.91740, 2.58670, -1.58247], [-3.40528, 1.05972, -0.76405], [-2.60362, 0.99993, -2.36707], [-1.54730, 3.49849, 0.62155], [-0.36670, 2.51136, 1.52072], [-2.10105, 2.07093, 1.53755], [-0.79818, 3.68952, -1.55242], [0.01038, 2.50000, -2.60047], [0.80872, 3.05503, -1.10032], [-2.53924, -1.98454, 4.40551], [-1.56299, -3.37454, 3.88295], [-3.12600, -3.11361, 3.11154], [-1.38953, -0.23862, 4.27710], [-0.84078, 0.78206, 2.89889], [0.25596, -0.44390, 3.59233], [-3.84217, -1.04238, 2.05141], [-3.13617, -1.12947, 0.39428], [-2.88663, 0.33853, 1.39994], [2.82821, -1.62780, -3.45050], [1.60050, -2.76857, -2.81076], [2.72127, -1.97625, -1.70813], [2.79379, 0.48798, -3.72959], [2.53579, 1.42101, -2.24190], [1.43978, 1.63460, -3.63066], [0.31910, -0.87790, -4.72181], [-0.77760, 0.30332, -3.91915], [-0.93747, -1.44512, -3.57056], [0.76295, -3.73518, -0.22885], [-0.34190, -3.02251, -0.85662], [-0.79549, -3.61521, -2.07755], [-0.07172, -4.62532, -2.67537], [1.11244, -5.14343, -2.12078], [1.54009, -4.70749, -0.88535], [0.74093, -3.81306, 1.10246], [-0.44805, -2.64660, 2.31788], [-1.12832, -2.57589, -0.14708], [-1.73425, -3.24652, -2.49267], [-0.44344, -5.01924, -3.63297], [1.66700, -5.93955, -2.62079], [2.30204, -5.23468, -0.32640], [4.60211, 0.92517, 3.31948], [3.65595, 0.46413, 2.46733], [3.19986, 1.26603, 1.40451], [2.15336, 0.78917, 0.60697], [1.55826, -0.41698, 0.80899], [2.09324, -1.23578, 1.76674], [3.08057, -0.81019, 2.64820], [5.04223, 1.83978, 3.17675], [4.94856, 0.37433, 4.09516], [3.60133, 2.25016, 1.21713], [1.78773, 1.39857, -0.22759], [1.71171, -2.25031, 1.84257], [3.39080, -1.46846, 3.46149]]
}

Entry 3:
{
  "formula": "C7H16N3",
  "method": "ωB97M-V/def2-TZVPD",
  "homo_energy_ev": [-18.1, -19.2],
  "spin_multiplicity": 2,
  "homo_lumo_gap_ev": [11.21, 8.35],
  "molar_mass_g_mol": 142.226,
  "charge": 2,
  "lumo_energy_ev": [-6.898, -10.821],
  "total_energy_ev": -11971.31666,
  "elements": ["C", "C", "C", "C", "C", "N", "N", "H", "H", "H", "H", "H", "H", "H", "H", "C", "C", "N", "H", "H", "H", "H", "H", "H", "H", "H"],
  "xyz": [[0.77157, -1.88855, -0.71558], [0.15304, -2.57876, -1.94340], [-0.26211, -1.51306, 0.27041], [-1.54508, -2.21578, 0.42865], [-1.34118, -0.57900, 1.89380], [-0.27558, -0.48582, 1.12040], [-2.14765, -1.61051, 1.46210], [1.45807, -2.56806, -0.19628], [1.33490, -1.03803, -1.09224], [0.86022, -3.00307, -2.65153], [-1.98122, -3.07586, -0.05268], [-1.74771, -0.03121, 2.73380], [-3.02594, -2.00808, 1.78187], [-0.55021, -1.91065, -2.44441], [-0.46562, -3.45448, -1.72189], [0.92355, 2.73060, -0.46071], [-0.38441, 2.89439, 0.27105], [1.90184, 1.98716, 0.40472], [0.86763, 2.27280, -1.44551], [1.26109, 3.73182, -0.74140], [-0.41422, 3.71445, 0.98857], [-0.75072, 2.01682, 0.80087], [1.46158, 1.15614, 0.82413], [2.70174, 1.71767, -0.18456], [2.37249, 2.58986, 1.09175], [-1.17605, 3.14920, -0.42196]]
}

Entry 4:
{
  "formula": "C14H28O28S7",
  "method": "ωB97M-V/def2-TZVPD",
  "homo_energy_ev": -10.7,
  "homo_lumo_gap_ev": 10.75,
  "molar_mass_g_mol": 868.819,
  "lumo_energy_ev": 0.055,
  "total_energy_ev": -148141.71177,
  "elements": ["C", "C", "O", "S", "O", "O", "O", "H", "H", "H", "H", "C", "C", "O", "S", "O", "O", "O", "H", "H", "H", "H", "C", "C", "O", "S", "O", "O", "O", "H", "H", "H", "H", "C", "C", "O", "S", "O", "O", "O", "H", "H", "H", "H", "C", "C", "O", "S", "O", "O", "O", "H", "H", "H", "H", "C", "C", "O", "S", "O", "O", "O", "H", "H", "H", "H", "C", "C", "O", "S", "O", "O", "O", "H", "H", "H", "H"],
  "xyz": [[2.03073, 1.77970, -2.90013], [2.51107, 0.44950, -3.50258], [1.33004, -0.27127, -3.79711], [-0.00770, 0.51159, -3.35885], [-0.39898, 0.14288, -2.05103], [-0.89665, 0.43589, -4.44061], [0.69712, 1.94024, -3.37025], [2.65462, 2.63911, -3.13568], [2.03352, 1.74994, -1.80554], [3.17077, 0.01038, -2.75458], [3.04256, 0.61266, -4.43868], [-0.54184, -0.05813, 1.16981], [-0.17020, -1.53867, 1.09195], [1.28366, -1.56581, 1.11098], [1.89005, -0.10550, 1.00167], [2.84039, -0.02392, -0.02686], [2.19986, 0.34676, 2.30321], [0.55948, 0.58711, 0.53838], [-0.77364, 0.28802, 2.17329], [-1.40327, 0.10053, 0.52301], [-0.60192, -2.18740, 0.33685], [-0.41281, -1.98317, 2.06396], [-2.98169, -2.49875, -4.70466], [-4.44726, -2.69030, -4.38596], [-4.44546, -2.85003, -2.96123], [-3.27584, -1.98302, -2.31347], [-2.40758, -2.83931, -1.58941], [-3.73473, -0.80178, -1.70920], [-2.58271, -1.58391, -3.70318], [-2.82464, -2.14661, -5.72008], [-2.47165, -3.46084, -4.58924], [-4.90081, -3.54206, -4.88857], [-5.06673, -1.82523, -4.63480], [-5.03121, 2.99335, 3.46630], [-4.66041, 4.38437, 2.93023], [-3.99086, 4.15609, 1.70580], [-4.20572, 2.66842, 1.14861], [-3.00334, 1.94366, 1.29621], [-4.84971, 2.74724, -0.09723], [-5.24886, 2.23489, 2.26454], [-6.00323, 2.99296, 3.95448], [-4.32003, 2.53239, 4.15076], [-4.04249, 4.94287, 3.62983], [-5.59238, 4.94091, 2.81540], [1.59965, 3.90039, 1.99533], [2.59716, 4.16169, 0.89038], [3.85350, 3.70826, 1.43042], [3.88207, 3.89017, 3.03245], [4.67959, 4.97322, 3.46167], [4.09978, 2.61130, 3.59652], [2.37144, 4.37574, 3.12079], [1.30801, 2.85524, 2.09050], [0.70423, 4.51519, 2.00377], [2.68967, 5.19961, 0.57528], [2.46583, 3.52392, 0.01580], [-2.90547, -5.87377, 1.20950], [-2.07533, -5.56138, -0.04413], [-2.94800, -5.70451, -1.15079], [-4.41314, -6.13909, -0.64560], [-4.95330, -7.14384, -1.46918], [-5.15788, -4.97131, -0.35556], [-3.85842, -6.82602, 0.66762], [-3.42571, -4.97780, 1.55098], [-2.44382, -6.39716, 2.03823], [-1.21852, -6.23826, -0.07957], [-1.64558, -4.56176, 0.00342], [5.98843, -0.11572, 1.75726], [6.26117, 0.07628, 0.26228], [7.32412, 1.05256, 0.17201], [7.72919, 1.68180, 1.56976], [7.52507, 3.07609, 1.53384], [8.99577, 1.20868, 2.00067], [6.56767, 1.00475, 2.40485], [6.47439, -1.02347, 2.11552], [4.91979, -0.12762, 1.95139], [5.41487, 0.48995, -0.28090], [6.64427, -0.81887, -0.22089]]
}